[1]
{"formula": "Cl3Na2O12", "method": "ωB97M-V/def2-TZVPD", "e_homo_ev": -7.084, "charge": -1, "lumo_ev": 1.416, "e_above_lowest_kcal_mol": 0.0, "homo_lumo_gap_ev": 8.5, "elements": ["Na", "Na", "Cl", "O", "O", "O", "O", "Cl", "O", "O", "O", "O", "Cl", "O", "O", "O", "O"], "positions_angstrom": [[-1.2959, -0.5762, 2.0102], [2.5848, 0.4903, -1.9401], [1.9837, -2.6721, -2.5708], [1.9432, -2.9547, -3.9814], [1.9011, -3.8830, -1.8176], [3.2421, -1.9950, -2.2588], [0.9136, -1.7592, -2.2132], [1.3266, 0.8523, 1.0399], [1.4151, -0.0364, 2.1936], [0.5665, 2.0014, 1.3905], [2.6611, 1.2294, 0.6025], [0.6924, 0.0842, -0.0232], [-3.6031, 1.8556, 1.5028], [-2.5175, 1.5910, 2.4477], [-4.7790, 1.1516, 1.9462], [-3.8490, 3.2649, 1.4602], [-3.1858, 1.3558, 0.2118]]}

---

[2]
{"formula": "Cl3O2P", "method": "ωB97M-V/def2-TZVPD", "e_homo_ev": [-10.073, -8.356], "charge": 0, "lumo_ev": [-2.226, -2.784], "e_above_lowest_kcal_mol": 132.7, "homo_lumo_gap_ev": [7.8, 5.6], "elements": ["O", "O", "P", "Cl", "Cl", "Cl"], "positions_angstrom": [[3.1291, -0.1118, 0.6295], [-1.6204, -0.3793, -0.8508], [-0.4119, 0.5665, -0.9710], [1.8162, -0.6663, -0.0583], [-2.3732, -1.1543, 0.6178], [-0.5397, 1.7451, 0.6328]]}

---

[3]
{"formula": "Cl4H2S2Si2", "method": "ωB97M-V/def2-TZVPD", "e_homo_ev": -9.379, "charge": 0, "smiles": "S=[Si](S)[Si](Cl)(Cl)Cl.Cl", "lumo_ev": -1.463, "e_above_lowest_kcal_mol": 50.0, "homo_lumo_gap_ev": 7.9, "elements": ["Si", "Si", "S", "S", "Cl", "Cl", "Cl", "Cl", "H", "H"], "positions_angstrom": [[0.2653, 1.1643, 0.6249], [-1.7393, 0.1582, 0.1721], [1.3746, 1.5770, 2.2368], [1.1562, 1.6510, -1.3754], [1.4511, -2.3642, -1.0500], [-3.3732, 1.3842, 0.5450], [-1.5561, -1.3952, 1.5448], [-2.0243, -0.8172, -1.6174], [1.9721, -2.7739, 0.0820], [2.4736, 1.4159, -1.1627]]}

---

[4]
{"formula": "Cl4K4O16", "method": "ωB97M-V/def2-TZVPD", "e_homo_ev": -8.619, "charge": 0, "lumo_ev": -1.808, "homo_lumo_gap_ev": 6.8, "elements": ["K", "K", "K", "K", "Cl", "O", "O", "O", "O", "Cl", "O", "O", "O", "O", "Cl", "O", "O", "O", "O", "Cl", "O", "O", "O", "O"], "positions_angstrom": [[1.9586, -9.1657, 18.2302], [0.2311, -6.6686, 21.5669], [-3.7646, -4.7355, 23.8178], [-2.5238, -5.8598, 17.5791], [-1.4033, -9.7282, 20.2481], [-0.9198, -8.4526, 19.6948], [-2.3866, -10.5305, 19.5392], [-0.1700, -10.2610, 20.3369], [-1.8617, -9.2172, 21.4828], [2.9080, -4.9733, 20.1370], [3.5276, -4.6184, 18.9367], [3.1104, -6.3656, 20.5700], [3.6958, -4.2045, 21.1351], [1.5164, -4.6037, 20.2032], [-0.1426, -5.6498, 24.9468], [-0.0067, -4.4247, 24.2369], [-1.3497, -6.2964, 24.6049], [0.9297, -6.5063, 24.7306], [-0.1909, -5.1874, 26.3404], [-2.4566, -3.6400, 20.1387], [-1.4798, -3.2813, 19.0761], [-3.6965, -4.1612, 19.7049], [-2.0377, -4.6603, 21.0398], [-2.5469, -2.4739, 20.9159]]}

---

[5]
{"formula": "Cl4NOP", "method": "ωB97M-V/def2-TZVPD", "e_homo_ev": -9.950, "charge": 0, "lumo_ev": -0.779, "e_above_lowest_kcal_mol": 53.0, "homo_lumo_gap_ev": 9.2, "elements": ["N", "O", "P", "Cl", "Cl", "Cl", "Cl"], "positions_angstrom": [[-0.7497, 0.1634, -0.7195], [0.8081, 0.4227, 1.8786], [0.7408, -0.1388, 0.0737], [-1.9613, -0.9854, -0.2742], [-1.2031, 1.7859, -0.3189], [1.0920, -2.0317, -0.1916], [1.9678, 0.8707, -1.0555]]}

---

[6]
{"formula": "Cl4O4PY", "method": "ωB97M-V/def2-TZVPD", "e_homo_ev": 4.817, "charge": -4, "lumo_ev": 7.184, "e_above_lowest_kcal_mol": 0.0, "homo_lumo_gap_ev": 2.4, "elements": ["Y", "P", "O", "O", "O", "O", "Cl", "Cl", "Cl", "Cl"], "positions_angstrom": [[20.9777, 14.3295, 7.9256], [19.4168, 17.9620, 4.8110], [18.8114, 18.1769, 3.3421], [19.5087, 16.5153, 5.1834], [18.1667, 18.8703, 5.2466], [20.6646, 18.8642, 4.6458], [20.7768, 17.8616, 9.7228], [24.4283, 15.5113, 6.8269], [17.3590, 12.7044, 8.6131], [22.8781, 11.5905, 9.8985]]}

---

[7]
{"formula": "Cl5HSSi2", "method": "ωB97M-V/def2-TZVPD", "e_homo_ev": -9.633, "charge": 0, "smiles": "S=[Si](Cl)[Si](Cl)(Cl)Cl.Cl", "lumo_ev": -1.482, "e_above_lowest_kcal_mol": 50.9, "homo_lumo_gap_ev": 8.2, "elements": ["Si", "Si", "S", "Cl", "Cl", "Cl", "Cl", "Cl", "H"], "positions_angstrom": [[-4.2087, 1.1336, 0.3717], [-3.4906, -1.0739, 0.5700], [-4.2382, 2.7904, 1.5236], [-3.1348, -1.3127, 2.5459], [-4.7322, 1.1244, -1.5783], [-5.0046, -2.3965, -0.1803], [-2.1002, -1.5881, -0.7317], [0.5113, 0.8226, 0.0157], [0.9885, 1.9133, 0.4510]]}

---

[8]
{"formula": "ClCr", "method": "ωB97M-V/def2-TZVPD", "e_homo_ev": [-25.077, -27.137], "charge": 2, "lumo_ev": [-17.237, -14.560], "s_squared": 4.14, "multiplicity": 4, "e_above_lowest_kcal_mol": 0.0, "homo_lumo_gap_ev": [7.8, 12.6], "elements": ["Cr", "Cl"], "positions_angstrom": [[0.8665, 0.1298, 0.4108], [-0.8665, -0.1298, -0.4108]]}

---

[9]
{"formula": "ClF2Fe", "method": "ωB97M-V/def2-TZVPD", "e_homo_ev": [-3.398, -3.347], "charge": -1, "lumo_ev": [4.180, 4.157], "s_squared": 6.03, "multiplicity": 5, "e_above_lowest_kcal_mol": 22.5, "homo_lumo_gap_ev": [7.6, 7.5], "elements": ["Fe", "F", "F", "Cl"], "positions_angstrom": [[-0.1726, 0.0893, 0.0283], [0.7778, -1.1575, -0.2473], [-1.0154, 0.4614, -1.4886], [0.4101, 0.6067, 1.7076]]}

---

[10]
{"formula": "ClFH2S", "method": "ωB97M-V/def2-TZVPD", "e_homo_ev": -10.391, "charge": 0, "lumo_ev": -6.425, "e_above_lowest_kcal_mol": 172.2, "homo_lumo_gap_ev": 4.0, "elements": ["H", "H", "F", "S", "Cl"], "positions_angstrom": [[1.3446, -1.7217, 0.5761], [2.0350, -0.3950, -0.2885], [-0.7236, 2.1079, -0.0383], [0.7278, -0.0234, -0.1468], [-3.3838, 0.0321, -0.1025]]}

---

[11]
{"formula": "ClFIP", "method": "ωB97M-V/def2-TZVPD", "e_homo_ev": -10.465, "charge": 0, "lumo_ev": -1.928, "e_above_lowest_kcal_mol": 47.6, "homo_lumo_gap_ev": 8.5, "elements": ["F", "P", "Cl", "I"], "positions_angstrom": [[1.4217, -0.0092, -0.2273], [-0.6151, -0.2844, 0.7840], [-1.8541, 0.7363, -0.3948], [-0.6474, -2.6294, 0.0067]]}

---

[12]
{"formula": "ClFIPS", "method": "ωB97M-V/def2-TZVPD", "e_homo_ev": [-8.186, -9.475], "charge": 0, "lumo_ev": [-0.359, -2.786], "s_squared": 2.01, "multiplicity": 3, "e_above_lowest_kcal_mol": 1.5, "homo_lumo_gap_ev": [7.8, 6.7], "elements": ["F", "P", "S", "Cl", "I"], "positions_angstrom": [[-0.9045, -2.1630, -0.7058], [-1.0011, -1.3434, 0.6824], [1.0733, 1.0330, 0.0277], [2.9815, 1.8445, 0.0637], [-2.1492, 0.6288, -0.0681]]}